Entry from OMol25: C22H29N3O6S in the gas phase at a distorted geometry (ωB97M-V with the def2-TZVPD basis set).

XYZ file:
```
61
Properties=species:S:1:pos:R:3:mulliken_charge:R:1
C -1.6637 2.2510 -2.3680 -0.74
H -0.7137 2.0959 -1.8474 0.31
O -1.9469 1.1988 -3.2650 -0.49
C -2.0769 -0.0569 -2.7745 0.57
C -1.9822 -0.3970 -1.4329 -1.05
C -2.0982 -1.7330 -1.0552 0.05
C -2.3250 -2.7228 -1.9927 -0.82
C -2.4543 -2.3769 -3.3411 0.83
C -2.3203 -1.0522 -3.7255 -0.49
H -2.3954 -0.7421 -4.7543 0.49
O -2.6950 -3.4083 -4.1906 -0.43
C -2.8396 -3.1303 -5.5641 -0.88
H -3.0335 -4.0907 -6.0387 0.24
H -3.6817 -2.4569 -5.7495 0.36
H -1.9267 -2.6962 -5.9830 0.35
H -2.4407 -3.7572 -1.7115 0.61
C -1.9014 -2.0237 0.3885 0.37
O -2.3716 -1.3262 1.2764 -0.67
N -1.0911 -3.0765 0.6501 0.03
H -0.6238 -3.5272 -0.1221 0.38
C -0.5109 -3.2911 1.9707 -0.33
C -0.0422 -4.7357 2.1504 0.67
C 0.5328 -4.9178 3.5532 -1.58
H 0.8679 -5.9428 3.6881 0.43
H -0.2217 -4.7004 4.3066 0.37
H 1.3816 -4.2575 3.7057 0.36
C -1.1966 -5.7064 1.9154 -1.48
H -1.6181 -5.5871 0.9207 0.28
H -0.8496 -6.7310 2.0207 0.45
H -1.9864 -5.5350 2.6437 0.35
H 0.7526 -4.9254 1.4213 0.28
H -1.2796 -3.0444 2.7108 0.40
C 0.6444 -2.2712 2.0332 0.22
O 1.7980 -2.5570 1.8123 -0.65
N 0.1693 -1.0076 2.2393 -0.17
C 0.7396 0.1822 1.7925 0.34
C 2.0837 0.3000 1.4413 -0.67
C 2.5473 1.4883 0.9048 -0.57
C 1.6823 2.5514 0.7305 0.14
C 0.3537 2.4572 1.1049 -0.57
C -0.1189 1.2751 1.6361 -0.64
H -1.1596 1.1726 1.9079 0.31
H -0.2959 3.3024 0.9411 0.54
S 2.2758 4.0924 0.0385 1.30
O 3.4220 3.8271 -0.7781 -0.74
O 1.1603 4.7850 -0.5383 -0.73
N 2.7975 4.9923 1.3496 0.00
C 1.7453 5.4220 2.2344 -0.88
H 2.0943 6.2699 2.8242 0.35
H 1.4208 4.6230 2.9146 0.31
H 0.9100 5.7357 1.6137 0.31
C 3.9778 4.4734 1.9925 -0.89
H 4.6521 4.1406 1.2078 0.32
H 4.4554 5.2688 2.5650 0.33
H 3.7511 3.6351 2.6648 0.32
H 3.5733 1.5931 0.5902 0.54
H 2.7421 -0.5442 1.5618 0.57
H -0.8415 -0.9414 2.3637 0.37
H -1.8046 0.3414 -0.6688 0.42
H -1.5896 3.1480 -2.9795 0.29
H -2.4663 2.3762 -1.6354 0.33
```

**Energy relative to the best compared isomer or geometry (same formula, charge and spin)**: 174.0 kJ/mol
**Strongest force on any atom**: 1.1 eV Å⁻¹
**Total charge**: 0
**Gap between HOMO and LUMO**: 9.28 eV
**HOMO energy**: -8.665 eV
**2S+1**: 1
**Structure (SMILES)**: COc1cc(OC)cc(C(=O)N[C@H](C(=O)Nc2ccc(S(=O)(=O)N(C)C)cc2)C(C)C)c1


Entry from OMol25: 11 unconnected molecules or ions with the total composition C5H34N3O10 at a distorted geometry (ωB97M-V with the def2-TZVPD basis set).

XYZ file:
```
52
Properties=species:S:1:pos:R:3:mulliken_charge:R:1
C 3.8401 1.0187 -0.8007 -1.10
C 2.8579 -0.2220 -0.7541 -0.31
C 1.4806 0.2529 -0.3144 -1.04
C 0.3393 -0.7090 -0.7025 -0.37
N 0.0217 -1.7720 0.1871 0.14
C -0.6009 -1.5157 1.3396 0.36
N -0.3348 -2.2613 2.4364 -0.37
N -1.4199 -0.4790 1.4897 -0.14
H 3.3710 1.9680 -0.5633 0.33
H 4.4631 1.0516 -1.7139 0.29
H 4.5977 0.8079 0.0018 0.27
H 3.2964 -0.8954 0.0021 0.30
H 3.0051 -0.7339 -1.7032 0.35
H 1.6721 0.4594 0.7727 0.33
H 1.2756 1.3055 -0.4867 0.61
H 0.6781 -1.0804 -1.6741 0.57
H -0.5364 -0.2120 -1.1630 -0.23
H 0.6152 -2.5911 0.1555 0.21
H 0.4233 -2.9270 2.4328 0.16
H -0.9939 -2.2651 3.2455 0.26
H -1.9611 -0.1204 0.6749 0.37
H -1.7975 -0.3473 2.4094 0.30
H -1.1351 2.0475 -3.1348 0.49
H -0.1385 2.4574 -4.2861 0.30
O -0.6821 1.7406 -3.9501 -0.66
H -0.8323 1.5875 1.0725 0.32
H -0.8524 3.0118 1.7552 0.35
O -1.3391 2.4218 1.1418 -0.77
H -1.4609 2.4289 -0.6656 0.36
H -2.1904 1.7215 -1.7735 0.30
O -1.6720 2.5239 -1.6147 -0.75
H -0.1976 -1.2906 -4.9543 0.34
H -0.0173 -0.1652 -3.9815 0.33
O 0.1040 -1.1308 -4.0514 -0.67
H 0.8609 4.3932 2.7481 0.32
H 1.1874 3.0377 2.7187 0.32
O 0.4043 3.5606 2.9614 -0.65
H -2.9595 -1.0791 4.2992 0.30
H -1.7671 -0.2103 4.6199 0.29
O -2.0151 -0.9989 4.1144 -0.70
H -2.0643 -3.0814 -2.5428 0.26
H -0.9576 -2.0360 -3.2076 0.36
O -1.7765 -2.1681 -2.6393 -0.65
H -2.7175 -1.1449 -1.6089 0.29
H -3.6444 0.0474 -1.3504 0.28
O -2.8214 -0.3424 -1.0256 -0.62
H -0.7362 2.3862 4.7500 0.30
H -1.8894 2.1813 3.7069 0.30
O -1.4234 1.7838 4.4554 -0.63
H 3.1478 -4.4814 -0.2794 0.30
H 2.7487 -3.9945 -1.7424 0.30
O 2.5447 -3.9401 -0.8065 -0.60
```

**Energy relative to the best compared isomer or geometry (same formula, charge and spin)**: 18.2 kJ/mol
**Strongest force on any atom**: 3.0 eV Å⁻¹
**Total charge**: +1
**Gap between HOMO and LUMO**: 10.68 eV
**HOMO energy**: -13.039 eV
**2S+1**: 1


Entry from OMol25: C6H11NO in the gas phase at a distorted geometry (ωB97M-V with the def2-TZVPD basis set).

XYZ file:
```
19
Properties=species:S:1:pos:R:3:mulliken_charge:R:1
C -1.7777 -0.1835 0.2591 -0.07
N -0.4974 -0.3317 -0.1749 0.13
C 0.2055 -1.6062 -0.2030 -0.59
C 1.4997 -1.3079 0.5405 -0.66
C 1.7977 0.1190 0.0573 -0.81
C 0.4315 0.8069 -0.0659 0.17
C 0.2717 1.7634 -1.2355 -1.39
O -2.1986 0.7743 0.8699 -0.55
H -2.4636 -0.9976 -0.0421 0.38
H -0.3295 -2.4125 0.3104 0.41
H 0.4122 -1.9175 -1.2214 0.27
H 1.4621 -1.3078 1.6320 0.31
H 2.3299 -1.9589 0.2512 0.37
H 2.2261 0.0545 -0.9533 0.26
H 2.5600 0.6915 0.5762 0.43
H 0.2479 1.3852 0.8417 0.32
H -0.7881 1.9553 -1.3435 0.37
H 0.7941 2.7008 -1.0156 0.35
H 0.7697 1.4172 -2.1369 0.31
```

**Energy relative to the best compared isomer or geometry (same formula, charge and spin)**: 38.0 kJ/mol
**Strongest force on any atom**: 1.4 eV Å⁻¹
**Total charge**: 0
**Gap between HOMO and LUMO**: 10.27 eV
**HOMO energy**: -9.308 eV
**2S+1**: 1
**Structure (SMILES)**: C[C@@H]1CCCN1C=O


Entry from OMol25: a molecular structure, C41H42ClGe2N3OS2SiW (ωB97M-V with the def2-TZVPD basis set).

XYZ file:
```
94
Properties=species:S:1:pos:R:3:mulliken_charge:R:1
W 0.5919 -0.5741 -0.1974 -0.05
C 3.5722 -0.3026 4.4371 -0.51
S 4.0289 0.4783 2.8755 0.12
C 3.0772 -0.3701 1.7357 0.45
S 3.1083 0.0346 0.0960 -0.33
N 2.3606 -1.4282 2.1666 -1.51
N 1.4085 -1.8123 1.3331 1.35
C 0.9446 -3.0545 1.5589 -0.90
C 0.0731 -3.5269 0.5759 0.58
C -0.4731 -4.8190 0.5783 -1.09
C -1.2678 -5.2137 -0.4635 -0.68
C -1.5181 -4.2946 -1.4887 -1.03
C -0.9780 -3.0353 -1.4188 -0.37
N -0.1733 -2.6179 -0.4205 0.70
H 4.1458 0.2355 5.1897 0.42
H 3.8476 -1.3534 4.4422 0.33
H 2.5071 -0.1750 4.6229 -0.09
H 1.3090 -3.6126 2.4102 0.58
H -0.2457 -5.4792 1.4042 0.55
H -1.6947 -6.2066 -0.4905 0.49
H -2.1439 -4.5492 -2.3317 0.52
H -1.2293 -2.3008 -2.1716 0.69
C 2.5352 0.0486 -5.6802 -1.22
Ge 0.7848 0.2880 -4.8249 0.86
C 0.3525 2.1764 -4.6312 -1.16
C -0.6379 -0.6219 -5.8436 -1.24
Ge 1.0752 -0.9733 -2.7072 -0.20
C 1.8525 -2.7053 -3.1457 0.50
C 1.5431 -3.3327 -4.3568 -0.08
C 1.9334 -4.6439 -4.5931 -0.80
C 2.6651 -5.3308 -3.6356 -0.50
C 2.9998 -4.7158 -2.4338 -0.76
C 2.5805 -3.4189 -2.1850 -0.07
C -1.5269 -0.2961 -0.6364 0.62
C -2.4689 -0.7285 0.2986 -0.17
C -3.8338 -0.5971 0.0856 -0.80
C -4.3031 -0.0325 -1.0900 -0.78
C -3.3924 0.4034 -2.0408 -0.80
C -2.0296 0.2776 -1.8100 0.40
H 2.5259 0.5314 -6.6587 0.45
H 2.7709 -1.0062 -5.8167 0.40
H 3.3220 0.5101 -5.0829 0.38
H 0.2732 2.5985 -5.6352 0.44
H 1.1311 2.7020 -4.0828 0.35
H -0.5951 2.3221 -4.1141 0.34
H -1.2117 0.1249 -6.3935 0.46
H -1.3288 -1.1594 -5.1934 0.38
H -0.2183 -1.3226 -6.5657 0.44
H 0.9946 -2.7958 -5.1237 0.24
H 1.6797 -5.1249 -5.5293 0.45
H 2.9845 -6.3474 -3.8262 0.40
H 3.5848 -5.2513 -1.6965 0.45
H 2.8250 -2.9442 -1.2401 0.22
H -2.1390 -1.1660 1.2380 0.19
H -4.5316 -0.9231 0.8472 0.43
H -5.3670 0.0795 -1.2548 0.40
H -3.7430 0.8623 -2.9577 0.46
H -1.3500 0.6762 -2.5559 -0.09
O 0.2514 0.6386 1.2816 1.34
Si -0.3567 1.9154 2.1219 -0.92
C -0.4051 1.2609 3.8891 0.84
C -0.4615 2.1211 4.9881 -0.37
C -0.4484 1.6330 6.2882 -0.72
C -0.3789 0.2647 6.5171 -0.58
C -0.3286 -0.6097 5.4393 -0.69
C -0.3404 -0.1118 4.1423 -0.09
C -2.0603 2.4401 1.5774 0.70
C -2.2224 3.1837 0.4049 0.02
C -3.4785 3.6142 0.0034 -0.84
C -4.5934 3.3149 0.7772 -0.52
C -4.4502 2.5819 1.9463 -0.79
C -3.1922 2.1467 2.3405 -0.39
C 0.7867 3.3913 2.0364 0.65
C 2.1005 3.3033 1.5788 0.05
C 2.9440 4.4052 1.5948 -1.07
C 2.4816 5.6240 2.0733 -0.52
C 1.1730 5.7376 2.5209 -0.85
C 0.3337 4.6321 2.4962 -0.29
H -0.5018 3.1936 4.8317 0.32
H -0.4909 2.3209 7.1231 0.41
H -0.3686 -0.1176 7.5298 0.39
H -0.2854 -1.6789 5.6111 0.39
H -0.3061 -0.8026 3.3061 0.02
H -1.3545 3.4303 -0.1982 0.43
H -3.5895 4.1902 -0.9069 0.44
H -5.5730 3.6606 0.4709 0.41
H -5.3175 2.3542 2.5535 0.43
H -3.0879 1.5771 3.2582 0.40
H 2.4615 2.3656 1.1786 0.25
H 3.9590 4.3162 1.2266 0.45
H 3.1365 6.4859 2.0866 0.40
H 0.8031 6.6895 2.8806 0.41
H -0.6957 4.7431 2.8232 0.41
Cl 0.8694 1.5986 -1.3644 -0.31
```

**Energy relative to the best compared isomer or geometry (same formula, charge and spin)**: 271.5 kJ/mol
**Strongest force on any atom**: 0.9 eV Å⁻¹
**Total charge**: +1
**Gap between HOMO and LUMO (alpha / beta)**: 6.53 / 4.58 eV
**HOMO energy (alpha / beta)**: -10.298 / -10.669 eV
**2S+1**: 4